Formula: C3H7GdMgO3
Source: the Open Molecules 2025 dataset
Level of theory: the ωB97M-V functional and the def2-TZVPD basis

Geometry (Å):
O1 -1.28 2.16 0.47
C1 -2.15 1.22 -0.05
C2 -1.70 -0.20 0.29
O2 -0.29 -0.27 -0.01
C3 0.29 -1.51 0.01
Gd1 0.80 1.89 0.44
H1 -2.23 1.30 -1.15
H2 -3.18 1.33 0.35
H3 -2.24 -0.95 -0.29
H4 -1.82 -0.41 1.37
H5 4.20 -1.38 -0.71
H6 -0.35 -2.34 -0.32
Mg1 4.11 1.27 -0.39
O3 4.75 -0.48 -0.72
H7 1.09 -1.64 0.73

Computed properties:
* highest occupied orbital energy (spin up / spin down): -11.0 / -13.4 eV
* LUMO (spin up / spin down): -4.08 / -6.24 eV
* maximum force: 3.92 eV Å⁻¹
* net charge: +1
* electronic energy: -1309.52758 Eh
* multiplicity: 9